ORCA calculation (wB97M-V/def2-TZVPD) on 14 unconnected molecules or ions with the total composition C30H88O14 at a distorted geometry.

- Molecular weight: 673.02 g mol⁻¹
- E_HOMO: -9.44 eV
- Net charge: 0
- Calculated total energy: -61198.993 eV

Element x y z (Å)
C  -0.400120  10.610219  -11.140109
O  -1.613613  10.827914  -11.848243
H  -0.498065  10.914404  -10.097538
H  -0.067751  9.576194  -11.196092
H  0.398345  11.147903  -11.664647
H  -1.643820  11.701859  -12.231042
C  1.220392  17.795666  -11.626710
O  1.587184  16.766814  -12.548133
H  1.395047  17.421650  -10.613639
H  1.853883  18.667992  -11.761864
H  0.171840  18.047922  -11.784938
H  0.885547  16.094072  -12.553590
C  3.512155  14.195188  -16.949648
O  4.086106  15.494039  -16.970885
H  3.409001  13.826825  -17.981968
H  4.139126  13.506790  -16.390926
H  2.486991  14.191081  -16.561645
H  3.440531  16.081032  -17.373282
C  4.618450  13.026311  -8.826982
O  4.099002  12.949463  -7.498070
H  5.703842  12.865125  -8.852502
H  4.059480  12.357237  -9.473557
H  4.577563  14.049011  -9.230060
H  4.368475  13.756231  -7.047298
C  7.428967  13.202427  -9.966716
O  6.305244  13.503705  -10.772022
H  7.162212  12.284944  -9.449111
H  8.407413  13.141676  -10.449838
H  7.566898  13.990526  -9.213837
H  6.432417  14.291002  -11.345151
C  -0.930996  14.885452  -11.337711
O  -0.273095  14.692579  -12.601596
H  -0.526779  15.824059  -10.962228
H  -2.005253  15.038098  -11.480903
H  -0.798830  14.089487  -10.602569
H  -0.854645  14.087532  -13.073400
C  2.872453  13.721605  -11.835098
C  3.493295  12.518341  -12.555022
C  4.412106  12.834102  -13.715920
O  4.177314  11.738949  -11.570761
H  2.021093  13.374889  -11.245026
H  2.402557  14.399960  -12.551406
H  3.561833  14.283959  -11.205511
H  2.646705  11.904765  -12.873163
H  4.718891  11.926629  -14.238821
H  5.258232  13.457417  -13.429340
H  3.793440  13.375925  -14.442880
H  4.920699  12.282997  -11.259005
C  8.647441  11.704130  -13.487551
C  8.656118  10.602348  -12.422397
C  7.249216  10.215230  -12.038363
O  9.397802  9.478792  -12.885675
H  8.313986  11.338284  -14.460762
H  9.623374  12.163468  -13.680613
H  8.014836  12.531070  -13.152426
H  9.166454  10.984421  -11.529055
H  7.207931  9.517200  -11.203307
H  6.672358  9.714480  -12.826120
H  6.638582  11.101126  -11.869873
H  10.220510  9.786675  -13.273721
C  7.149145  13.949798  -15.905774
C  7.311630  15.026681  -16.975420
C  7.365719  16.439235  -16.399712
O  8.599730  14.834734  -17.595814
H  6.900999  13.007162  -16.406539
H  6.294395  14.198843  -15.270097
H  8.057439  13.799808  -15.328720
H  6.534199  14.939453  -17.736805
H  7.894608  17.107319  -17.076055
H  7.855118  16.487971  -15.425819
H  6.329508  16.764186  -16.282282
H  8.639194  13.976402  -18.029723
C  2.472804  8.776119  -11.862935
C  3.706663  8.415777  -12.689648
C  4.749921  7.669145  -11.854534
O  3.230447  7.643229  -13.796534
H  1.771445  9.356968  -12.454762
H  2.788451  9.335991  -10.976319
H  1.979507  7.893633  -11.448888
H  4.200202  9.337897  -13.022085
H  5.566548  7.446510  -12.549798
H  4.387714  6.716780  -11.471042
H  5.130187  8.362914  -11.106885
H  3.969955  7.731362  -14.425619
C  0.135474  9.528889  -16.180703
C  -0.107836  10.966641  -15.769206
C  1.019444  11.541653  -14.942760
O  -0.297571  11.757230  -16.977278
H  -0.484514  9.126365  -16.980130
H  0.096389  8.825844  -15.343444
H  1.157980  9.405337  -16.566441
H  -1.047443  11.049291  -15.218468
H  0.821719  12.547714  -14.573584
H  1.950845  11.529860  -15.513052
H  1.136889  10.894601  -14.068019
H  0.544807  11.641678  -17.438637
C  7.677444  17.430179  -10.909333
C  7.536193  16.679456  -12.234347
C  8.743872  15.818579  -12.537096
O  6.377437  15.840782  -12.236620
H  6.776770  18.016730  -10.719988
H  8.538438  18.097367  -10.931445
H  7.792086  16.715501  -10.091517
H  7.412305  17.435283  -13.018538
H  9.581111  16.469159  -12.813634
H  8.574535  15.230452  -13.440451
H  9.109106  15.202223  -11.716404
H  5.605432  16.366335  -12.473843
C  6.763360  9.236570  -17.246818
C  5.892392  9.456950  -16.021878
C  4.479165  9.891937  -16.337725
O  5.785327  8.250228  -15.246809
H  6.452107  8.404503  -17.875227
H  7.792068  9.027201  -16.943326
H  6.749706  10.191948  -17.779503
H  6.373342  10.203432  -15.376885
H  4.001616  9.196477  -17.036775
H  4.432128  10.902850  -16.742444
H  3.808018  9.823430  -15.477663
H  6.665783  7.935572  -15.016504
C  0.771635  14.275467  -6.055241
C  0.612891  13.953595  -7.541642
C  1.135658  15.034593  -8.461656
O  1.280874  12.714862  -7.799936
H  0.321226  15.228018  -5.764243
H  1.832951  14.308154  -5.786250
H  0.359533  13.478618  -5.437223
H  -0.439827  13.698590  -7.697675
H  0.428675  15.870940  -8.484162
H  1.140240  14.676385  -9.491669
H  2.132358  15.370994  -8.177423
H  2.242929  12.841060  -7.681640

Cartesian forces, eV/Å:
C 0.47 0.62 -0.54
O -0.49 -0.83 -0.02
H 0.22 0.07 -0.01
H -0.61 -0.20 0.03
H 0.13 0.23 0.50
H 0.24 0.19 0.10
C 0.09 -0.98 -0.16
O 0.08 0.41 0.01
H -0.25 0.22 0.20
H -0.01 0.02 -0.27
H -0.03 0.34 0.26
H 0.33 0.20 -0.20
C -0.60 -0.05 -1.05
O 0.02 -0.13 0.31
H 0.21 -0.15 0.12
H 0.08 0.22 0.01
H 0.20 0.04 0.39
H 0.05 0.09 0.03
C 0.65 0.89 0.23
O -0.10 0.19 0.05
H -1.10 -0.64 0.58
H 0.11 -0.05 0.20
H -0.59 -0.16 0.14
H -0.02 -0.16 0.13
C 0.08 0.79 0.39
O 0.63 0.06 -1.10
H 0.65 -0.18 -0.13
H -0.27 -0.35 -0.56
H -0.11 -0.09 0.16
H 0.06 -0.19 0.36
C -0.23 0.80 -0.14
O -0.80 -0.73 0.56
H -0.05 -0.16 0.37
H 0.05 -0.03 -0.04
H 0.32 -0.13 -0.22
H 0.38 0.08 -0.46
C -0.65 0.10 -0.92
C 0.11 0.03 1.27
C -1.12 0.28 -0.49
O 0.13 -0.38 -0.24
H 0.29 -0.12 0.35
H 0.32 0.12 -0.05
H 0.11 -0.09 -0.10
H 0.28 -0.12 -0.22
H 0.31 -0.08 0.28
H 0.07 -0.10 0.05
H 0.31 0.19 0.15
H -0.04 -0.06 -0.13
C 0.11 0.36 0.14
C 0.37 0.64 -0.47
C -0.59 -0.48 -0.43
O -0.36 -0.50 -0.03
H -0.32 -0.11 0.14
H 0.18 -0.27 0.25
H -0.18 -0.09 -0.15
H -0.10 0.11 0.04
H 0.12 0.25 0.23
H 0.50 -0.07 -0.33
H 0.23 0.06 0.50
H 0.04 0.08 0.04
C -0.98 0.07 -0.58
C 1.42 -0.10 0.38
C -0.67 -0.25 -0.11
O 0.09 0.09 -0.28
H 0.09 -0.12 0.14
H 0.20 -0.08 0.15
H 0.03 0.24 0.08
H -0.11 0.14 0.12
H -0.09 0.00 -0.10
H 0.08 -0.20 -0.02
H 0.11 0.23 0.09
H -0.14 -0.01 0.07
C 0.70 0.03 0.49
C -0.93 -0.30 0.96
C 0.09 0.23 -1.18
O 1.02 0.54 -0.24
H -0.06 0.01 0.01
H -0.09 0.31 -0.25
H -0.04 -0.19 -0.41
H -0.22 0.05 -0.20
H 0.15 -0.10 0.25
H -0.14 0.17 0.29
H -0.03 -0.30 0.33
H -0.35 -0.47 -0.10
C 0.93 -0.85 0.19
C -0.57 0.32 -1.01
C -0.14 -0.54 0.42
O 0.39 -0.23 0.58
H -0.48 0.44 0.15
H -0.15 0.18 0.09
H 0.04 0.25 0.07
H -0.02 0.00 -0.09
H -0.06 0.10 -0.19
H 0.08 0.05 0.06
H 0.23 0.04 -0.03
H -0.25 0.21 -0.23
C -0.31 -0.33 -0.14
C 0.26 0.39 0.31
C 0.53 0.50 -0.78
O -0.08 -0.01 -0.05
H 0.06 0.07 0.04
H 0.01 -0.01 0.01
H 0.06 0.04 0.03
H 0.09 -0.20 -0.14
H -0.05 0.06 0.20
H -0.15 -0.26 0.22
H -0.37 -0.13 0.11
H -0.06 -0.14 0.10
C 0.15 0.53 0.34
C 0.10 -0.51 0.49
C -0.64 -0.47 -0.13
O -0.23 -0.03 -0.08
H -0.37 0.14 -0.04
H 0.02 0.11 0.02
H 0.19 -0.26 -0.38
H -0.04 0.15 -0.12
H 0.29 0.11 -0.28
H 0.09 0.00 -0.05
H 0.35 0.26 0.31
H 0.02 0.05 0.01
C 0.26 0.15 0.13
C 0.51 -1.02 0.74
C -0.91 0.19 -0.38
O 0.01 0.09 -0.18
H -0.05 -0.04 -0.08
H 0.02 0.17 -0.17
H -0.22 0.00 -0.12
H 0.00 0.39 -0.37
H 0.27 0.23 0.28
H 0.33 -0.16 0.09
H 0.00 0.03 0.02
H -0.22 -0.06 0.07